The following is a quantum chemistry calculation of 11 unconnected molecules or ions with the total composition C5H33N2O11 at a distorted geometry, from OMol25.

- HOMO level: -11.04 eV
- Kohn-Sham gap: 8.701 eV
- Net charge: +1

Last column: Löwdin charge in e.
Geometry (Å):
C -0.98 3.20 0.04  -0.27
O -1.64 2.98 -1.14  -0.12
C 0.51 2.73 -0.11  -0.14
C 0.89 2.38 -1.58  -0.16
C 0.58 0.93 -1.78  -0.23
C 1.62 0.01 -1.78  -0.05
N 1.32 -1.39 -1.86  0.08
N -0.85 0.51 -1.77  0.22
H -1.00 4.25 0.31  0.12
H -1.54 2.70 0.85  0.11
H -1.64 3.79 -1.76  0.16
H 0.67 1.82 0.52  0.12
H 1.17 3.53 0.35  0.13
H 0.37 3.09 -2.29  0.13
H 1.96 2.67 -1.81  0.14
H 2.62 0.25 -1.75  0.11
H 0.36 -1.69 -1.86  0.06
H 1.87 -1.93 -1.32  0.01
H -1.08 0.77 -0.70  0.18
H -1.41 1.04 -2.38  0.08
H -1.00 -0.49 -1.81  0.10
H -2.22 -2.44 -1.16  -0.01
H -3.34 -2.59 -2.05  0.05
O -2.48 -2.18 -2.08  -0.08
H -1.64 -0.18 -4.65  -0.02
H -2.04 1.13 -5.11  0.03
O -1.65 0.67 -4.43  0.06
H -0.69 -2.16 0.39  -0.02
H -1.48 -3.21 0.90  0.06
O -1.59 -2.41 0.41  -0.02
H 0.19 -0.69 3.01  -0.01
H -0.10 0.01 4.36  0.10
O 0.61 -0.46 3.81  -0.07
H 3.60 0.85 4.44  0.14
H 2.04 0.71 4.15  -0.02
O 2.82 1.14 3.78  -0.12
H 2.90 -0.03 2.15  0.04
H 3.38 -0.62 0.89  0.01
O 2.68 -0.69 1.46  -0.03
H 3.31 -2.60 2.36  0.09
H 2.27 -3.33 2.93  0.07
O 2.65 -3.27 2.06  -0.03
H 0.90 -3.40 0.22  0.02
H 1.59 -2.51 1.17  0.03
O 0.95 -2.51 0.37  -0.08
H -2.25 0.82 2.85  0.05
H -2.13 0.09 1.51  -0.01
O -1.80 0.08 2.43  -0.05
H -3.07 -0.39 -0.34  0.02
H -3.20 0.95 -0.70  0.03
O -2.85 0.45 -0.04  0.02